{"formula": "C58H152N2O19", "method": "ωB97M-V/def2-TZVPD", "symbols": ["C", "C", "C", "C", "C", "C", "N", "O", "C", "C", "C", "H", "H", "H", "H", "H", "H", "H", "H", "H", "H", "H", "H", "H", "H", "H", "H", "H", "H", "H", "C", "C", "C", "C", "C", "C", "N", "O", "C", "C", "C", "H", "H", "H", "H", "H", "H", "H", "H", "H", "H", "H", "H", "H", "H", "H", "H", "H", "H", "H", "C", "C", "C", "O", "H", "H", "H", "H", "H", "H", "H", "H", "C", "C", "C", "O", "H", "H", "H", "H", "H", "H", "H", "H", "C", "C", "C", "O", "H", "H", "H", "H", "H", "H", "H", "H", "C", "C", "C", "O", "H", "H", "H", "H", "H", "H", "H", "H", "C", "C", "C", "O", "H", "H", "H", "H", "H", "H", "H", "H", "C", "C", "C", "O", "H", "H", "H", "H", "H", "H", "H", "H", "C", "C", "O", "H", "H", "H", "H", "H", "H", "C", "C", "O", "H", "H", "H", "H", "H", "H", "C", "C", "O", "H", "H", "H", "H", "H", "H", "C", "C", "O", "H", "H", "H", "H", "H", "H", "C", "C", "O", "H", "H", "H", "H", "H", "H", "C", "C", "O", "H", "H", "H", "H", "H", "H", "C", "C", "O", "H", "H", "H", "H", "H", "H", "C", "C", "O", "H", "H", "H", "H", "H", "H", "C", "C", "O", "H", "H", "H", "H", "H", "H", "C", "C", "O", "H", "H", "H", "H", "H", "H", "C", "C", "O", "H", "H", "H", "H", "H", "H"], "coordinates": [[-0.286, 3.169, 3.661], [-0.270, 4.575, 4.192], [-0.303, 5.623, 3.081], [-0.655, 7.063, 3.552], [-1.975, 6.968, 4.452], [-1.845, 5.995, 5.651], [-1.492, 4.710, 5.064], [-1.434, 3.726, 6.090], [-0.832, 6.622, 6.625], [-3.203, 5.807, 6.309], [1.018, 4.771, 4.918], [-1.250, 3.018, 3.156], [-0.094, 2.334, 4.380], [0.495, 3.155, 2.864], [0.677, 5.576, 2.563], [-1.019, 5.285, 2.314], [-0.832, 7.759, 2.728], [0.164, 7.505, 4.151], [-2.809, 6.815, 3.778], [-1.995, 7.929, 4.932], [0.145, 6.630, 6.135], [-1.130, 7.641, 6.844], [-0.737, 6.064, 7.558], [-3.893, 5.296, 5.624], [-3.219, 5.262, 7.256], [-3.612, 6.801, 6.518], [1.786, 4.134, 4.483], [1.037, 4.504, 5.973], [1.325, 5.813, 4.785], [-0.772, 4.040, 6.706], [0.927, -5.136, -3.382], [-0.511, -4.720, -3.816], [-1.309, -4.272, -2.635], [-2.615, -3.478, -3.019], [-2.279, -2.328, -4.033], [-1.590, -2.847, -5.294], [-0.384, -3.558, -4.817], [0.492, -3.911, -5.891], [-2.530, -3.708, -6.185], [-1.152, -1.631, -6.166], [-1.144, -5.952, -4.477], [0.850, -5.904, -2.580], [1.383, -4.230, -2.954], [1.554, -5.492, -4.197], [-1.585, -5.055, -1.921], [-0.708, -3.555, -2.065], [-3.129, -3.118, -2.112], [-3.387, -4.110, -3.494], [-1.678, -1.567, -3.525], [-3.238, -1.929, -4.434], [-3.293, -3.113, -6.665], [-1.927, -4.172, -6.989], [-3.028, -4.501, -5.628], [-0.420, -0.983, -5.634], [-0.704, -1.931, -7.123], [-2.065, -1.107, -6.366], [-0.727, -6.124, -5.485], [-2.215, -5.901, -4.542], [-0.949, -6.819, -3.876], [-0.030, -4.336, -6.584], [-4.655, 2.618, 3.831], [-4.299, 1.311, 2.993], [-3.702, 1.532, 1.589], [-3.471, 0.431, 3.696], [-5.291, 3.157, 3.132], [-3.780, 3.260, 4.037], [-5.219, 2.373, 4.733], [-5.262, 0.766, 2.856], [-4.471, 1.927, 0.922], [-3.371, 0.573, 1.247], [-2.849, 2.236, 1.566], [-2.698, 0.858, 4.096], [0.781, 6.306, -1.019], [2.264, 5.852, -1.179], [2.851, 5.489, 0.197], [2.450, 4.817, -2.078], [0.458, 6.720, -1.968], [0.716, 7.101, -0.279], [0.090, 5.502, -0.728], [2.831, 6.679, -1.578], [3.860, 5.120, 0.104], [2.352, 4.652, 0.727], [2.790, 6.337, 0.860], [1.843, 4.104, -1.753], [-2.499, -4.494, 3.941], [-2.408, -2.959, 4.126], [-0.926, -2.550, 4.185], [-3.015, -2.372, 3.022], [-1.829, -5.039, 4.632], [-2.120, -4.740, 2.940], [-3.528, -4.858, 3.901], [-2.913, -2.687, 5.076], [-0.413, -2.871, 5.098], [-0.818, -1.477, 4.067], [-0.341, -3.089, 3.437], [-3.261, -1.473, 3.235], [1.390, -0.636, 1.052], [0.569, -1.063, -0.205], [-0.969, -1.247, -0.021], [0.870, -0.185, -1.280], [1.215, -1.364, 1.848], [0.968, 0.329, 1.431], [2.469, -0.576, 0.837], [0.957, -2.048, -0.485], [-1.433, -1.409, -1.016], [-1.494, -0.398, 0.438], [-1.101, -2.066, 0.683], [0.927, -0.649, -2.143], [-4.151, 0.832, -3.332], [-4.486, 2.339, -3.280], [-5.421, 2.830, -4.338], [-4.853, 2.673, -1.965], [-5.032, 0.219, -3.106], [-3.288, 0.428, -2.776], [-3.918, 0.617, -4.369], [-3.557, 2.883, -3.408], [-4.879, 2.741, -5.273], [-5.683, 3.902, -4.273], [-6.316, 2.217, -4.402], [-5.760, 2.403, -1.806], [3.295, 1.289, 3.989], [3.356, 0.262, 5.124], [2.208, -0.740, 5.103], [4.581, -0.483, 5.014], [3.917, 2.181, 4.179], [2.205, 1.464, 3.808], [3.701, 0.961, 3.026], [3.300, 0.715, 6.119], [2.083, -1.317, 4.170], [1.289, -0.155, 5.136], [2.329, -1.435, 5.927], [5.190, -0.249, 5.734], [0.603, 2.093, -4.739], [-0.887, 2.045, -5.060], [-1.441, 3.356, -5.384], [0.734, 2.661, -3.811], [1.118, 2.565, -5.595], [0.983, 1.060, -4.619], [-1.467, 1.508, -4.307], [-1.017, 1.530, -6.021], [-1.372, 4.007, -4.677], [4.599, -4.833, -2.208], [5.674, -3.779, -2.099], [6.418, -3.674, -3.343], [4.301, -5.048, -3.239], [3.715, -4.552, -1.649], [4.929, -5.796, -1.785], [6.366, -4.018, -1.286], [5.114, -2.873, -1.820], [7.130, -3.057, -3.204], [1.529, -5.141, 0.236], [0.321, -5.395, 1.104], [-0.786, -5.916, 0.341], [1.740, -6.136, -0.147], [2.371, -4.733, 0.810], [1.451, -4.556, -0.689], [-0.042, -4.507, 1.600], [0.562, -6.118, 1.870], [-0.574, -6.830, 0.098], [-6.206, -0.739, -0.421], [-7.562, -0.053, -0.639], [-7.364, 1.269, -1.179], [-5.628, -0.158, 0.301], [-5.677, -0.795, -1.371], [-6.370, -1.734, -0.032], [-8.070, 0.003, 0.344], [-8.125, -0.669, -1.343], [-8.202, 1.742, -1.253], [4.254, 2.127, -0.622], [5.699, 1.878, -0.509], [6.212, 1.128, -1.590], [3.955, 2.843, -1.392], [3.878, 2.498, 0.347], [3.786, 1.160, -0.833], [5.884, 1.253, 0.380], [6.209, 2.845, -0.363], [5.973, 1.591, -2.399], [5.050, -1.215, 1.154], [4.491, -2.587, 1.397], [4.426, -2.863, 2.796], [5.270, -0.912, 0.128], [5.917, -1.048, 1.811], [4.269, -0.455, 1.390], [5.178, -3.293, 0.920], [3.483, -2.751, 1.007], [4.446, -2.077, 3.339], [-4.420, -4.970, -0.365], [-3.834, -4.055, 0.629], [-4.882, -3.425, 1.373], [-5.135, -5.596, 0.163], [-3.635, -5.598, -0.800], [-4.895, -4.415, -1.161], [-3.178, -3.293, 0.180], [-3.248, -4.620, 1.357], [-4.375, -2.982, 2.080], [3.984, 3.928, -5.158], [4.953, 2.769, -5.169], [5.811, 2.697, -4.006], [4.489, 4.892, -5.263], [3.477, 3.931, -4.189], [3.277, 3.766, -5.990], [5.487, 2.812, -6.119], [4.446, 1.804, -5.063], [6.231, 3.548, -3.832], [3.443, -0.774, -3.571], [2.496, -1.693, -4.218], [1.150, -1.568, -3.668], [3.174, 0.311, -3.662], [4.491, -0.927, -3.847], [3.362, -0.907, -2.498], [2.755, -2.751, -4.131], [2.399, -1.490, -5.318], [0.649, -2.307, -4.057], [-1.330, 2.855, -1.741], [-0.488, 2.785, -0.444], [0.916, 2.705, -0.698], [-1.064, 3.710, -2.372], [-2.376, 2.949, -1.534], [-1.060, 1.996, -2.341], [-0.816, 1.886, 0.057], [-0.762, 3.629, 0.207], [1.074, 1.854, -1.134], [3.230, -6.490, 5.599], [3.425, -5.252, 4.836], [3.154, -5.524, 3.445], [2.194, -6.898, 5.475], [3.377, -6.350, 6.686], [3.904, -7.227, 5.190], [4.452, -4.846, 4.840], [2.777, -4.444, 5.247], [3.454, -4.756, 2.981]], "atomic_forces_ev_per_a": [[0.1, -0.7, -1.5], [-0.9, 0.2, 1.4], [-0.2, 0.2, -1.1], [-0.7, -1.2, 1.2], [2.1, 0.5, -0.4], [-0.2, 0.0, -1.0], [0.4, -0.5, -0.4], [-0.3, -0.1, -0.5], [0.3, -0.6, -0.4], [-0.7, 0.5, 0.0], [1.5, 0.4, 0.5], [0.1, -0.3, 0.1], [-0.2, 1.0, -0.4], [-0.4, -0.4, 0.5], [-0.4, 0.1, 0.3], [-0.1, 0.3, 0.2], [0.0, -0.3, -0.1], [-0.3, -0.3, -0.3], [-0.4, -0.3, 0.3], [-0.8, 0.7, -0.1], [-0.2, 0.3, 0.4], [0.0, 0.1, 0.2], [-0.1, 0.0, 0.1], [0.2, 0.1, 0.1], [0.4, 0.0, -0.2], [-0.1, 0.0, 0.0], [0.1, 0.1, -0.2], [-0.2, 0.1, 0.1], [0.4, -0.3, 0.4], [0.4, 0.0, 0.5], [-0.7, 0.8, 0.6], [0.7, -1.0, -1.8], [-1.6, 1.8, 0.6], [0.4, -0.1, -0.7], [-1.3, -0.9, 0.3], [0.5, 0.1, -0.5], [0.5, -0.5, 0.6], [-0.2, 0.1, 0.4], [0.8, -0.4, 0.3], [0.8, -0.6, 0.7], [0.3, 0.2, -0.5], [0.1, 0.5, -0.6], [0.2, -0.3, 0.0], [-0.2, -0.1, -0.1], [0.4, -0.2, -0.4], [0.1, 0.0, 0.1], [0.5, 0.2, -0.3], [0.5, -0.1, 0.1], [-0.1, 0.1, -0.3], [0.5, 0.3, 0.7], [-0.1, 0.3, -0.1], [-0.4, 0.1, 0.2], [0.0, 0.1, -0.1], [-0.6, -0.4, -0.2], [-0.2, 0.0, 0.3], [-0.4, 0.7, -0.2], [-0.2, 0.0, 0.4], [-0.5, 0.2, -0.1], [0.3, -0.6, 0.3], [-0.2, -0.2, 0.1], [0.5, -1.0, -1.6], [-0.7, 1.3, 0.1], [-0.5, 1.2, 0.7], [0.8, -1.1, 1.1], [-0.3, 0.4, 0.2], [-0.2, -0.4, 0.1], [0.2, 0.0, -0.1], [0.6, 0.2, 0.1], [0.1, 0.0, -0.1], [0.2, -0.5, -0.4], [-0.3, -0.3, 0.2], [-0.4, 0.2, -0.3], [0.7, -0.2, -0.4], [-0.7, 0.3, 1.8], [-0.5, -0.6, 0.1], [-1.0, -1.4, -0.4], [-0.3, 0.0, -0.2], [0.0, 0.1, 0.1], [0.4, 0.1, -0.1], [0.2, 0.5, -0.1], [0.6, 0.3, -0.1], [-0.3, 0.3, -0.6], [0.3, 0.4, 0.3], [0.6, 0.2, -0.4], [0.5, 0.3, -0.6], [1.0, -1.5, 1.1], [0.1, -0.6, 0.3], [-0.5, 0.0, -0.7], [-0.7, 0.2, 0.0], [0.2, 0.2, 0.2], [0.1, 0.0, 0.6], [0.1, 0.1, -0.5], [-0.4, 0.2, 0.3], [0.1, 0.2, -0.1], [-0.2, 0.3, -0.5], [0.0, 0.9, 0.1], [-1.5, 0.5, -0.3], [0.2, -0.3, 0.1], [0.8, 0.5, 0.1], [0.0, 0.8, -0.1], [0.1, -0.1, 0.0], [0.7, -0.5, -0.3], [-0.7, 0.1, 0.0], [0.0, -0.2, -0.1], [0.2, -0.3, 0.6], [0.4, 0.1, -0.2], [-0.3, -0.4, -0.2], [-0.1, -0.2, 0.3], [-0.4, -0.1, -1.1], [1.3, -0.5, 1.2], [-0.2, 0.1, -0.7], [-0.2, 0.7, 0.6], [0.1, 0.2, 0.1], [-0.4, 0.8, 0.3], [0.1, -0.2, -0.4], [0.4, 0.1, -0.2], [-0.1, -0.1, -0.4], [0.1, -0.5, 0.4], [-0.3, 0.0, 0.0], [-0.3, -0.4, 0.2], [-0.7, 0.2, -0.1], [0.4, -0.7, -0.6], [-0.3, 0.3, -0.9], [0.6, 0.0, 0.5], [-0.7, 0.0, 0.3], [0.9, 0.7, 0.1], [-0.1, -0.7, 0.3], [0.2, 0.4, -0.2], [0.6, 0.2, 0.2], [-0.2, -0.2, 0.6], [-0.3, 0.0, 0.1], [-0.4, -0.1, -0.5], [-0.4, -0.2, -0.3], [0.0, 0.8, -1.1], [0.1, -0.7, 0.1], [0.4, -0.1, -0.2], [-0.1, -0.1, 0.6], [-0.1, 0.5, 0.1], [-0.1, 0.2, 0.1], [-0.1, -0.1, 0.3], [0.2, -0.4, 0.2], [0.2, -1.4, 0.0], [0.0, 0.2, -0.3], [-1.1, -0.3, 0.8], [0.1, 0.3, 0.0], [-0.2, 0.2, 0.1], [0.0, 0.2, -0.2], [-0.1, 0.1, 0.0], [0.7, 0.4, -0.4], [0.4, 0.4, 0.1], [0.4, -0.4, -0.3], [-0.7, 0.2, -0.6], [0.2, -0.1, 0.0], [0.8, -0.2, 0.0], [-0.1, -0.4, 0.0], [-0.7, 0.3, 0.5], [-0.2, 0.3, 0.1], [0.3, -0.1, 0.4], [-0.1, 0.4, 0.1], [-0.7, 1.0, -0.2], [0.5, -0.2, 0.4], [0.1, -0.1, 0.1], [0.1, -0.1, -0.1], [0.2, 0.0, 0.1], [0.1, -0.3, 0.1], [0.0, 0.0, -0.6], [-0.3, 0.1, 0.1], [0.1, -0.3, 0.1], [-1.5, -0.2, 0.4], [1.1, -0.1, 0.5], [0.2, 0.0, 0.1], [0.2, 0.0, 0.0], [-0.1, -0.1, -0.4], [-0.4, 0.1, 0.0], [0.1, 0.4, -0.2], [0.3, -0.3, -0.1], [0.0, 0.1, -0.4], [-1.0, 1.6, 0.2], [0.3, -0.1, 0.1], [0.0, -1.0, -0.2], [0.4, -0.7, -0.1], [-0.2, 0.0, -0.4], [0.6, -0.4, 0.4], [-0.2, -0.3, 0.3], [0.1, 0.3, -0.4], [0.1, 0.6, 0.1], [0.2, -0.7, -0.4], [0.3, 0.6, 1.1], [0.3, 0.2, -0.2], [-0.2, -0.2, -0.2], [-0.2, 0.0, 0.0], [-0.4, 0.1, -0.3], [0.0, -0.1, 0.0], [0.3, -0.1, -0.4], [-0.4, 0.0, 0.0], [-0.2, -0.4, 0.5], [0.0, -0.4, 0.6], [0.1, 0.5, -0.4], [0.0, -0.1, -0.2], [-0.3, 0.2, -0.3], [0.1, 0.3, 0.4], [0.5, -0.3, 0.1], [-0.2, 0.3, -0.5], [-0.1, 0.0, -0.2], [0.3, 1.5, 1.1], [-1.7, -0.5, -1.8], [1.3, 0.7, 0.3], [0.2, -0.8, -0.4], [-0.2, 0.0, -0.2], [0.2, -0.3, 0.5], [0.5, 0.1, 0.1], [0.3, -0.1, 0.7], [-0.6, -0.3, -0.1], [1.5, 0.6, 0.2], [-0.8, 0.0, -1.0], [-0.4, 0.7, 0.1], [0.2, 0.2, 0.3], [-0.7, -0.4, 0.2], [-0.4, -0.5, 0.0], [0.0, -0.4, 0.4], [0.7, -0.1, -0.1], [0.0, -0.4, 0.2], [-0.9, -1.1, 0.8], [0.0, 1.8, -1.0], [-0.7, -0.6, 1.0], [0.7, 0.5, 0.0], [0.2, -0.1, -0.5], [0.3, -0.5, 0.2], [-0.2, -0.3, 0.6], [0.1, -0.3, -0.5], [0.4, 0.9, -0.5]], "homo_lumo_gap_ev": 9.4, "max_force_ev_per_a": 2.6, "e_homo_ev": -9.01}